# 1
A cluster of 2 separate species, C2H5FNO in total, computed with ωB97M-V/def2-TZVPD.

Structure (XYZ):
```
10
Properties=species:S:1:pos:R:3:forces:R:3:lowdin_charge:R:1
C 0.4491 -1.5015 1.8037 0.85 -0.21 1.40 -0.076
C -0.1729 1.2424 -0.8999 2.05 0.41 0.05 -0.136
N -0.7811 1.4082 -2.0119 -1.00 0.34 -0.61 -0.312
O -2.0235 1.0020 -2.1914 -0.73 -0.16 -0.40 -0.350
F 1.1977 1.8103 -1.1736 -0.87 -0.20 0.22 -0.271
H 1.3790 -1.3385 2.4762 -1.79 0.02 -0.82 0.034
H 0.5160 -2.5682 1.4858 -0.31 1.01 -0.24 0.011
H -0.5230 -1.2820 2.2813 0.61 -0.59 0.57 0.010
H 0.3985 -0.7303 1.0518 0.63 -0.20 -0.94 -0.041
H -0.4397 1.9577 -2.8222 0.56 -0.41 0.78 0.131
```
Positions in Å, forces in eV/Å.

## Properties
* net charge: -1
* frontier orbital gap: 7.1 eV
* maximum force: 0.0408 hartree/bohr
* ΔE to the lowest compared entry with this formula, charge and spin: 4.222 eV

=====

# 2
A cluster of 5 separate species, C22H48BrFN2O11P in total, computed with ωB97M-V/def2-TZVPD.

Structure (XYZ):
```
86
Properties=species:S:1:pos:R:3:forces:R:3:lowdin_charge:R:1
O -7.9935 -2.8584 1.4647 3.23 3.03 -0.28 -0.314
P -6.8331 -1.8646 1.6221 -3.11 -3.05 3.30 0.603
O -7.3009 -0.4031 2.3376 0.92 -2.39 -1.63 -0.187
O -5.7575 -2.5890 2.7396 -0.80 2.72 -2.52 -0.152
C -5.8582 -1.6186 0.0129 2.39 -0.27 0.31 -0.207
C -4.4374 -2.1438 -0.0157 -1.10 2.12 -4.69 0.086
C -3.8014 -1.8576 -1.3753 -3.54 0.49 2.37 0.104
C -4.6720 -1.1141 -2.3551 1.46 0.13 -1.66 -0.150
C -3.9803 -0.7652 -3.7696 1.02 -1.04 1.27 -0.098
C -3.1059 0.5717 -3.7059 -0.20 -0.08 -1.61 -0.153
F -2.1171 0.5521 -2.6756 -1.80 -0.18 -0.98 -0.080
N -5.9827 -0.6718 -2.2506 3.74 -2.10 1.53 0.108
N -6.4521 -0.9870 -1.0642 -0.63 -0.49 2.11 -0.490
Br -8.2658 -0.4636 -0.8391 0.59 -0.09 -0.32 0.948
H -8.2666 -0.4906 2.5209 0.72 -0.02 -0.14 0.099
H -5.1155 -1.9149 3.0675 -0.42 -0.52 0.04 0.077
H -3.9252 -2.6911 0.8245 -0.90 0.79 -0.98 0.124
H -2.7530 -2.1641 -1.6568 -1.43 0.49 0.36 0.141
H -3.2352 -1.6199 -3.9631 -1.11 1.17 0.27 0.128
H -4.7140 -0.7964 -4.6338 0.77 0.46 1.25 0.135
H -3.7908 1.4738 -3.6633 1.05 -0.92 0.57 0.131
H -2.5342 0.6470 -4.6980 -0.79 -0.15 1.47 0.140
C 0.8584 0.6837 -2.0250 0.27 -0.10 0.06 -0.130
O 2.2600 0.6408 -2.2408 -0.37 0.17 -0.07 -0.188
C 2.6412 1.2796 -3.4577 0.47 0.07 0.34 -0.193
C 3.2078 2.6716 -3.1999 -0.41 0.05 -0.37 -0.192
O 2.2033 3.5553 -2.7058 0.09 -0.27 0.27 -0.193
C 2.2944 3.7480 -1.3016 -0.08 0.10 -0.11 -0.112
H 0.6643 0.3899 -0.9909 0.10 -0.02 -0.05 0.083
H 0.4521 1.6855 -2.1832 0.00 -0.02 -0.05 0.082
H 0.3589 -0.0267 -2.6908 -0.10 0.05 -0.04 0.073
H 1.7994 1.3244 -4.1566 -0.01 0.08 0.06 0.123
H 3.4224 0.6630 -3.9104 0.01 0.01 -0.04 0.124
H 3.5605 3.0879 -4.1479 0.07 -0.04 0.02 0.124
H 4.0601 2.6264 -2.5143 -0.07 -0.07 -0.01 0.128
H 3.1421 4.3995 -1.0702 0.02 -0.04 0.11 0.090
H 2.4020 2.8001 -0.7678 0.05 0.01 -0.02 0.082
H 1.3769 4.2336 -0.9647 0.05 0.02 -0.11 0.087
C 0.0258 1.6803 4.4676 0.18 -0.07 0.10 -0.103
O -0.5074 0.6188 5.2489 -0.29 0.14 -0.32 -0.193
C -1.9136 0.7411 5.4398 0.21 -0.49 0.09 -0.188
C -2.6828 -0.1962 4.5138 -0.05 0.39 0.09 -0.192
O -2.5359 0.1906 3.1459 0.11 -0.30 -0.13 -0.203
C -1.5989 -0.6200 2.4534 -0.09 0.27 -0.02 -0.106
H 1.0407 1.4082 4.1721 -0.08 -0.04 0.11 0.092
H -0.5635 1.8572 3.5645 -0.03 0.02 0.03 0.082
H 0.0687 2.5955 5.0652 -0.01 0.07 -0.09 0.092
H -2.2381 1.7776 5.3038 -0.01 -0.06 -0.08 0.128
H -2.1214 0.4564 6.4746 -0.06 -0.01 0.00 0.129
H -3.7491 -0.1274 4.7526 -0.02 0.04 0.06 0.120
H -2.3696 -1.2359 4.6623 0.11 0.06 0.04 0.112
H -2.0396 -1.6027 2.2488 0.13 -0.19 0.02 0.069
H -0.6714 -0.7432 3.0176 -0.06 -0.07 0.01 0.087
H -1.3646 -0.1351 1.5036 -0.08 0.03 0.05 0.086
C 0.0498 -3.1585 5.6968 -0.02 0.17 0.12 -0.100
O -1.3261 -3.5125 5.6352 0.18 -0.18 -0.17 -0.214
C -1.5483 -4.6891 4.8620 -0.35 0.08 0.42 -0.204
C -1.7706 -5.9061 5.7542 0.47 -0.14 -0.26 -0.199
O -0.5874 -6.2445 6.4699 -0.26 0.33 0.03 -0.189
C -0.6267 -5.8072 7.8217 0.11 -0.10 0.01 -0.105
H 0.1722 -2.4028 6.4746 -0.11 -0.02 -0.11 0.094
H 0.6803 -4.0157 5.9433 -0.06 -0.02 -0.05 0.088
H 0.3652 -2.7305 4.7401 0.12 -0.01 0.00 0.082
H -0.7213 -4.8615 4.1655 0.03 -0.05 0.10 0.126
H -2.4550 -4.5178 4.2732 -0.06 -0.05 -0.05 0.113
H -2.0173 -6.7642 5.1219 -0.05 0.02 -0.02 0.124
H -2.6084 -5.7405 6.4396 0.05 0.09 -0.04 0.127
H -1.2966 -6.4497 8.4007 -0.03 0.07 0.08 0.090
H -0.9528 -4.7671 7.9028 -0.03 -0.03 -0.02 0.083
H 0.3799 -5.8880 8.2344 -0.06 -0.07 -0.10 0.092
C 6.6026 3.0174 -8.2136 0.19 0.03 -0.11 -0.112
O 7.4903 4.0728 -7.8746 -0.35 -0.12 0.20 -0.191
C 6.8649 5.0730 -7.0753 0.57 -0.02 0.07 -0.199
C 7.2452 4.9261 -5.6057 -0.53 -0.01 -0.08 -0.197
O 6.7096 3.7275 -5.0490 0.26 -0.05 -0.17 -0.206
C 7.6839 2.6993 -4.9399 -0.13 -0.01 0.06 -0.110
H 7.1931 2.1939 -8.6195 0.02 0.14 0.01 0.090
H 6.0514 2.6536 -7.3429 -0.01 0.04 0.01 0.080
H 5.8994 3.3558 -8.9808 -0.10 -0.07 0.02 0.088
H 5.7775 5.0513 -7.2011 0.03 -0.06 0.08 0.124
H 7.2261 6.0406 -7.4343 -0.02 0.04 0.02 0.124
H 6.8105 5.7595 -5.0461 0.03 0.03 -0.02 0.123
H 8.3319 4.9646 -5.4776 -0.04 -0.05 -0.09 0.127
H 8.3623 2.9169 -4.1096 0.10 -0.06 -0.03 0.088
H 8.2571 2.5838 -5.8632 0.00 0.04 0.03 0.085
H 7.1665 1.7609 -4.7333 -0.04 0.11 0.03 0.086
```
Positions in Å, forces in eV/Å.

## Properties
* net charge: +1
* frontier orbital gap: 4.7 eV
* maximum force: 0.1063 hartree/bohr

=====

# 3
A structure of composition C13H9N7O11SSeW, computed with ωB97M-V/def2-TZVPD.

Structure (XYZ):
```
43
Properties=species:S:1:pos:R:3:forces:R:3:lowdin_charge:R:1
W 0.3433 0.6850 0.6367 -0.85 -0.14 0.85 1.805
N -1.0571 -2.5937 3.4817 0.12 0.07 0.01 0.112
C -0.6805 -1.8857 2.4059 -0.39 -0.23 -0.23 -0.786
S 0.8723 -1.1421 2.3527 0.09 0.14 0.33 0.869
N -1.4948 -1.8526 1.3760 0.55 0.08 0.06 0.035
N -0.9051 -1.1343 0.3668 -0.45 -0.10 -0.60 -0.180
C -1.2713 -1.4153 -0.8262 0.26 0.10 -0.11 -0.030
C -0.9260 -0.4879 -1.9007 -0.06 -0.10 0.28 -0.222
C -1.3516 -0.6692 -3.2023 0.10 0.27 0.00 0.021
C -1.1253 0.3564 -4.1139 -0.04 -0.14 0.06 -0.021
C -0.5051 1.5145 -3.6881 0.07 0.12 0.11 -0.010
C -0.0788 1.6180 -2.3697 -0.11 -0.12 -0.20 -0.068
N -0.2700 0.6240 -1.5089 0.19 -0.25 -0.09 -0.025
H -0.5450 -2.5217 4.3414 0.00 0.04 0.00 0.098
H -1.9762 -3.0027 3.4879 0.01 -0.03 -0.02 0.112
H -1.8853 -2.2877 -1.0114 -0.12 0.08 0.03 0.148
H -1.8734 -1.5716 -3.4837 0.00 -0.03 0.03 0.126
H -1.4514 0.2510 -5.1393 0.00 0.02 -0.01 0.119
H -0.3359 2.3466 -4.3555 -0.01 -0.02 -0.03 0.118
H 0.4213 2.4989 -1.9979 0.00 -0.02 -0.01 0.118
O 1.7643 -0.6029 -0.2115 0.57 0.31 -0.28 -0.582
Se 2.9460 0.6257 0.0702 -0.78 -0.04 -0.11 0.944
O 4.4823 0.2905 -0.1237 -0.28 0.12 0.02 -0.352
O 2.0962 1.7710 -0.7793 0.32 -0.34 0.34 -0.450
O 2.2827 0.9862 1.5829 0.46 -0.15 -0.48 -0.556
O -5.7951 5.0392 2.9272 -0.04 0.03 -0.02 0.080
N -4.6085 4.9203 3.1547 0.06 -0.10 0.03 -0.360
O -3.9887 5.5688 3.9744 0.00 0.04 0.01 0.077
C -3.8648 3.9122 2.3957 -0.04 0.05 0.00 -0.130
C -4.5296 3.1672 1.4456 0.12 -0.01 0.00 0.088
C -3.8364 2.1990 0.7389 -0.14 -0.01 -0.04 -0.040
C -2.4629 1.9639 0.9512 -0.03 0.11 0.06 -0.234
O -1.7757 1.1022 0.2894 0.18 -0.09 -0.01 -0.160
C -1.8450 2.7819 1.9255 0.06 0.08 0.12 -0.154
C -2.5059 3.7374 2.6479 -0.07 -0.12 -0.14 0.096
N -0.4499 2.5524 2.1572 0.03 -0.21 -0.67 -0.069
O 0.2024 2.5889 0.8370 0.09 0.09 0.45 -0.277
O -0.3224 1.1400 2.3790 0.11 0.47 0.22 -0.359
N -4.5825 1.4370 -0.2665 0.11 0.02 0.04 -0.341
O -4.1600 0.3430 -0.5876 -0.02 -0.03 -0.03 0.086
O -5.5877 1.9475 -0.7212 -0.05 0.01 0.00 0.081
H -5.5782 3.3320 1.2501 0.00 0.00 0.01 0.135
H -1.9882 4.3313 3.3861 0.00 0.01 0.01 0.138
```
Positions in Å, forces in eV/Å.

## Properties
* net charge: 0
* frontier orbital gap: 7.1 eV
* maximum force: 0.0235 hartree/bohr
* ΔE to the lowest compared entry with this formula, charge and spin: 0.764 eV

=====

| no. | highest occupied orbital energy (Eh) |
| --- | --- |
| 1 | -0.1061 |
| 2 | -0.3812 |
| 3 | -0.3347 |